Entry 1:
Below is a structure of composition C19H25N3SSiSn, with properties calculated with ωB97M-V/def2-TZVPD.

```
! wB97M-V def2-TZVPD RIJCOSX def2/J DEFGRID3
* xyz 0 1
C 1.07150 1.99970 0.22880
C 0.13350 2.12150 -0.82050
C -1.15900 1.93920 -0.27750
H 0.34890 2.31500 -1.85680
C -1.01750 1.70750 1.11100
C 0.35880 1.74350 1.42700
H 0.79030 1.60400 2.40430
H 2.14170 2.08250 0.13520
H -2.07740 1.95050 -0.83870
H -1.81990 1.52880 1.80760
Sn 0.00000 0.00000 0.00000
C -1.49440 -3.81600 -5.43980
H -2.19150 -3.82130 -4.60660
H -1.77760 -3.03880 -6.14380
H -0.49100 -3.62250 -5.07120
Si -0.08150 -0.88330 -2.35450
C 1.58540 -0.89850 -3.26890
C 2.37900 0.25140 -3.32210
H 2.02670 1.15910 -2.84750
C 3.61730 0.25410 -3.94840
H 4.20800 1.16160 -3.97810
C 4.10420 -0.91000 -4.52850
H 5.07360 -0.91550 -5.01050
C 3.33550 -2.06510 -4.48860
H 3.70450 -2.97590 -4.94400
C 2.09070 -2.05250 -3.87310
H 1.49900 -2.96020 -3.85880
C -1.23470 0.18230 -3.43070
C -0.83310 0.70640 -4.66180
H 0.13080 0.42920 -5.07020
C -1.64770 1.57010 -5.38370
H -1.30870 1.95850 -6.33630
C -2.89590 1.92610 -4.89490
H -3.53300 2.59760 -5.45640
C -3.31850 1.41480 -3.67400
H -4.29290 1.68240 -3.28320
C -2.49440 0.56250 -2.95550
H -2.83810 0.18830 -1.99850
H -0.57520 -2.29560 -2.59870
H -1.51750 -4.78140 -5.93740
N -1.35410 -1.32330 0.86060
N -1.12780 -1.27300 2.22830
C 0.20790 -1.28900 2.69100
N 0.49620 -1.18290 4.07360
S 1.40900 -1.26030 1.59520
H -1.12900 -2.28770 0.52520
H -2.35350 -1.09470 0.65430
H -1.90720 -1.11830 2.88590
H 1.47120 -1.13740 4.40380
H -0.26780 -1.14280 4.76330
*
```

Results
Gap between HOMO and LUMO (alpha / beta) = 3.6 / 3.6 eV

In elementary charge units, the Mulliken charges are:
1. C -0.5108
2. C -0.7244
3. C -0.6958
4. H 0.7591
5. C -0.6500
6. C -0.3526
7. H 0.5720
8. H 0.4260
9. H 0.6938
10. H 0.5628
11. Sn -0.1050
12. C -0.7550
13. H 0.2254
14. H 0.2357
15. H 0.0128
16. Si 0.2578
17. C 0.1661
18. C 0.2234
19. H 0.1844
20. C -0.8110
21. H 0.4007
22. C -0.3743
23. H 0.3769
24. C -0.6742
25. H 0.3865
26. C -0.2675
27. H 0.2896
28. C 0.5022
29. C -0.4278
30. H 0.3922
31. C -0.6046
32. H 0.4022
33. C -0.4943
34. H 0.3634
35. C -0.4725
36. H 0.4111
37. C -0.5692
38. H 0.5287
39. H -0.4366
40. H 0.3350
41. N -0.2599
42. N -0.2679
43. C 0.4560
44. N -0.4501
45. S -0.4106
46. H 0.3096
47. H 0.2803
48. H 0.2196
49. H 0.1809
50. H 0.1602

=====

Entry 2:
Below is a structure of composition C19H25N4O7PZr, with properties calculated with ωB97M-V/def2-TZVPD.

```
! wB97M-V def2-TZVPD RIJCOSX def2/J DEFGRID3
* xyz 2 1
C 0.49562 2.97777 -3.48098
C -0.79099 2.47877 -3.22337
C -0.97132 1.40487 -2.31889
C 0.14838 0.81233 -1.70164
C 1.42749 1.33541 -1.96145
C 1.60953 2.43260 -2.82699
C -2.38583 0.94550 -1.97992
C -2.72128 -0.52277 -1.64871
N -1.96448 -1.60322 -2.38401
Zr -0.52591 -0.49720 -0.02070
C 2.59273 0.71609 -1.22462
P 2.08519 -0.99249 -0.71554
H -1.67988 2.91759 -3.71101
H 2.62146 2.82942 -2.98543
H 0.63048 3.80110 -4.19450
H 2.82893 1.26523 -0.29859
H 3.50461 0.64040 -1.83363
H -2.79694 1.55830 -1.15329
H -3.02828 1.15630 -2.84225
H -2.72291 -0.75244 -0.53780
C 3.52117 -1.52544 0.23538
C 2.28170 -1.86721 -2.29018
H -3.81982 -0.59008 -1.81496
C -1.33588 -1.25866 -3.70908
C -2.93519 -2.73732 -2.63678
H 0.62898 -1.82203 0.80361
H -1.72955 -1.86747 -4.53577
H -1.36154 -0.20301 -4.02112
H -0.29098 -1.55403 -3.61155
H -3.10114 -2.99827 -3.69841
H -2.50671 -3.62465 -2.17544
H -3.91812 -2.55481 -2.17823
H 3.32758 -1.83299 -2.61176
H 1.98511 -2.91168 -2.15582
H 1.65691 -1.43447 -3.07549
H 4.45047 -1.40466 -0.33112
H 3.59824 -0.94460 1.16168
H 3.40992 -2.58181 0.49978
H -0.26339 -2.23763 0.65639
O 0.98035 0.76369 7.68570
N 0.04339 0.25429 7.04039
O -0.76180 -0.56636 7.53874
C -0.11148 0.61869 5.64441
C 0.82457 1.46182 5.02258
C 0.80637 1.61493 3.63960
C -0.05692 0.80393 2.85567
O 0.24263 0.55392 1.61029
C -1.16041 0.15850 3.53314
C -1.15033 0.01483 4.92191
N -2.16377 -0.52712 2.78976
O -3.12179 -1.07613 3.32352
O -1.99268 -0.65361 1.48756
N 1.73529 2.50109 2.98126
O 2.64605 2.98783 3.68900
O 1.60721 2.77328 1.77350
H 1.57737 1.97828 5.60547
H -1.89846 -0.61465 5.38969
*
```

Results
Gap between HOMO and LUMO = 6.1 eV

In elementary charge units, the Mulliken charges are:
1. C -0.7836
2. C -0.9326
3. C -0.0732
4. C 0.8353
5. C 1.0584
6. C -0.8048
7. C -1.0709
8. C -1.4484
9. N 0.1625
10. Zr 0.4714
11. C -1.2160
12. P 1.1807
13. H 0.4571
14. H 0.5161
15. H 0.4164
16. H 0.4186
17. H 0.6725
18. H 0.3975
19. H 0.5734
20. H 0.6606
21. C -1.1917
22. C -1.3372
23. H 0.6457
24. C -0.8352
25. C -1.0289
26. H 0.1473
27. H 0.4491
28. H 0.3503
29. H 0.0964
30. H 0.3633
31. H 0.3401
32. H 0.3777
33. H 0.4354
34. H 0.4389
35. H 0.3287
36. H 0.4403
37. H 0.3611
38. H 0.4417
39. H 0.3941
40. O -0.5362
41. N 0.9665
42. O -0.5440
43. C -0.4320
44. C -0.1459
45. C -0.8357
46. C 1.1574
47. O -0.3517
48. C -0.2710
49. C -0.3470
50. N 0.7017
51. O -0.4701
52. O -0.7643
53. N 0.9692
54. O -0.5457
55. O -0.5506
56. H 0.6559
57. H 0.6357

=====

| no. | calculated total energy (a.u.) |
| --- | --- |
| 1 | -1804.95771 |
| 2 | -1872.15808 |